ORCA calculation (ωB97M-V/def2-TZVPD) on C36H94Li4N6O4 as an isolated structure at a distorted geometry.

Output
Electronic energy: -56812.1235 eV
Spin multiplicity: 1
Highest occupied orbital energy: -8.33 eV

Element x y z (Å)
Li1 1.19885 0.16090 -4.82951
Li2 1.26707 1.12479 -2.38132
Li3 0.31557 -1.52020 -3.05172
Li4 -1.04994 0.80395 -3.71847
O1 2.04931 -0.57214 -3.11603
H1 2.92150 -0.87721 -3.43345
O2 -0.37048 -0.00982 -1.96577
H2 -0.69632 0.17407 -1.06326
O3 0.57027 1.85990 -4.04459
H3 0.59936 2.83646 -4.04155
O4 -0.56563 -0.83862 -4.72005
H4 -1.29128 -1.16313 -5.28807
C1 1.02685 4.24021 3.20090
C2 1.28476 2.80459 3.63015
N1 0.97756 2.46632 5.02430
C3 -0.46888 2.45214 5.11724
C4 -1.07107 2.60388 6.47599
C5 1.47422 1.11870 5.36621
C6 2.94901 1.08957 5.57221
H5 1.48997 4.99226 3.83969
H6 -0.00786 4.58035 3.15880
H7 1.47500 4.55023 2.25689
H8 0.79733 2.06461 2.99539
H9 2.34832 2.59883 3.50933
H10 -0.84119 3.34620 4.61709
H11 -0.98111 1.65055 4.58509
H12 -2.15023 2.50526 6.59346
H13 -0.65820 1.94586 7.24061
H14 -0.83809 3.62272 6.78548
H15 1.43436 0.45405 4.50322
H16 0.88436 0.56430 6.09615
H17 3.19373 1.56911 6.51997
H18 3.62737 1.41160 4.78213
H19 3.25505 0.04397 5.60627
C7 0.65531 2.64024 0.04963
C8 2.06762 3.18341 -0.34733
N2 2.78876 2.20530 -1.12976
C9 3.26625 1.00358 -0.43561
C10 4.05361 1.20799 0.87290
C11 3.99554 2.82504 -1.69336
C12 3.75284 3.91682 -2.71701
H20 0.14608 3.36248 0.68772
H21 0.83855 1.75344 0.65634
H22 -0.01412 2.31259 -0.74575
H23 1.71422 3.88165 -1.10605
H24 2.66203 3.62809 0.45081
H25 3.78376 0.38344 -1.16753
H26 2.35583 0.44549 -0.21704
H27 4.13784 0.28773 1.45095
H28 3.53718 1.92044 1.51620
H29 5.05457 1.60162 0.69624
H30 4.57618 3.36821 -0.94776
H31 4.62741 2.08547 -2.18516
H32 3.06017 3.57130 -3.48443
H33 3.31100 4.82358 -2.30391
H34 4.71458 4.15909 -3.16918
C13 -5.50423 -0.17408 2.61044
C14 -4.21633 -0.01690 1.72767
N3 -3.33646 1.00902 2.12794
C15 -3.78917 2.37667 1.81652
C16 -3.05227 3.43131 2.65629
C17 -1.99085 0.90344 1.48533
C18 -1.24347 -0.40923 1.41922
H35 -5.31135 -0.54334 3.61769
H36 -6.12042 -0.94445 2.14684
H37 -6.13068 0.70920 2.73488
H38 -3.71069 -0.98230 1.74826
H39 -4.50812 0.11548 0.68583
H40 -3.60325 2.64787 0.77730
H41 -4.83483 2.58709 2.04105
H42 -1.99748 3.31098 2.90337
H43 -3.28549 4.33928 2.10015
H44 -3.47633 3.47117 3.65963
H45 -1.33556 1.66517 1.90776
H46 -2.22404 1.16772 0.45388
H47 -1.61115 -1.05936 0.62535
H48 -1.32652 -0.89127 2.39330
H49 -0.16303 -0.35180 1.28710
C19 2.27272 -2.41755 4.03403
C20 2.44376 -3.82737 3.46538
N4 3.50299 -3.92608 2.45654
C21 3.58759 -5.27361 1.77626
C22 3.21026 -6.49953 2.55483
C23 3.37507 -2.90164 1.39563
C24 4.57108 -2.99465 0.35915
H50 3.20077 -1.94666 4.35821
H51 1.55398 -2.43391 4.85332
H52 1.72585 -1.76451 3.35390
H53 2.60739 -4.57401 4.24246
H54 1.46498 -4.11665 3.08276
H55 2.98684 -5.31791 0.86783
H56 4.59874 -5.36396 1.37938
H57 3.66979 -6.59477 3.53863
H58 2.14450 -6.41440 2.76697
H59 3.36379 -7.33371 1.87023
H60 3.30342 -1.92069 1.86541
H61 2.39831 -2.97519 0.91747
H62 5.44716 -3.35683 0.89713
H63 4.90682 -2.01477 0.01974
H64 4.24986 -3.52237 -0.53886
C25 -1.86476 3.74533 -2.31239
C26 -2.85517 2.51190 -2.29400
N5 -2.92593 1.70819 -3.52168
C27 -3.36792 2.52408 -4.66755
C28 -2.81366 2.05007 -6.07693
C29 -3.83838 0.53369 -3.31041
C30 -5.32562 0.78982 -2.90051
H65 -1.92362 4.17303 -1.31154
H66 -2.17994 4.49784 -3.03523
H67 -0.83416 3.54047 -2.60222
H68 -2.54423 1.88581 -1.45768
H69 -3.86926 2.79547 -2.01239
H70 -4.45095 2.57066 -4.78148
H71 -2.94926 3.51196 -4.47542
H72 -1.72671 1.99543 -6.01659
H73 -3.22319 1.09276 -6.39935
H74 -3.01634 2.75363 -6.88441
H75 -3.47321 -0.10882 -2.50920
H76 -3.78942 -0.07346 -4.21434
H77 -5.86638 1.37392 -3.64516
H78 -5.34025 1.27160 -1.92287
H79 -5.81270 -0.18205 -2.82097
C31 -0.47647 -5.34290 -4.73331
C32 -0.10210 -3.98127 -4.35919
N6 -0.52604 -3.45243 -3.05321
C33 -1.96083 -3.51026 -2.89604
C34 -2.47069 -2.63631 -1.79218
C35 -0.01372 -4.27362 -1.91025
C36 1.45350 -4.51942 -1.74950
H80 -1.53447 -5.60508 -4.73551
H81 0.13158 -6.12389 -4.27676
H82 -0.30406 -5.32143 -5.80938
H83 0.97086 -3.78949 -4.36794
H84 -0.34901 -3.26752 -5.14512
H85 -2.35374 -2.98336 -3.76558
H86 -2.44174 -4.48842 -2.90124
H87 -3.49575 -2.27091 -1.85414
H88 -2.22782 -3.13908 -0.85605
H89 -1.98925 -1.65924 -1.75137
H90 -0.52810 -5.23079 -1.99589
H91 -0.28110 -3.85819 -0.93865
H92 1.61877 -5.19376 -0.90923
H93 1.88581 -3.60760 -1.33746
H94 1.93631 -4.79858 -2.68602